{
  "formula": "C10H30B3CaF12KO5",
  "method": "ωB97M-V/def2-TZVPD",
  "e_lumo_ev": -1.448,
  "total_charge": 0,
  "mol_weight_g_mol": 569.9,
  "de_lowest_kcal_mol": 0.0,
  "orbital_gap_ha": 0.326,
  "e_homo_ev": -10.33,
  "species": ["K", "Ca", "B", "F", "F", "F", "F", "B", "F", "F", "F", "F", "B", "F", "F", "F", "F", "C", "C", "O", "H", "H", "H", "H", "H", "H", "C", "C", "O", "H", "H", "H", "H", "H", "H", "C", "C", "O", "H", "H", "H", "H", "H", "H", "C", "C", "O", "H", "H", "H", "H", "H", "H", "C", "C", "O", "H", "H", "H", "H", "H", "H"],
  "positions_angstrom": [[-0.529, -0.662, -3.847], [-0.869, 1.924, 1.585], [-3.473, 1.909, 2.169], [-4.734, 1.887, 2.733], [-2.817, 0.665, 2.310], [-3.535, 2.237, 0.787], [-2.629, 2.875, 2.771], [0.312, 4.245, 2.481], [1.153, 5.271, 2.852], [-0.081, 3.440, 3.579], [-0.813, 4.707, 1.789], [0.986, 3.300, 1.623], [0.298, -0.229, 0.010], [0.281, -0.451, -1.395], [0.951, -1.313, 0.613], [0.960, 0.954, 0.375], [-1.049, -0.111, 0.431], [-4.338, -0.926, -2.728], [-3.460, -0.046, -1.859], [-2.631, 0.856, -2.641], [-5.026, -0.372, -3.367], [-4.893, -1.613, -2.088], [-3.745, -1.588, -3.375], [-2.772, -0.667, -1.288], [-4.056, 0.510, -1.138], [-3.223, 1.463, -3.099], [3.773, -0.875, -1.553], [3.960, -2.297, -1.105], [3.583, -3.148, -2.216], [4.406, -0.701, -2.428], [4.049, -0.163, -0.778], [2.745, -0.702, -1.863], [3.330, -2.540, -0.244], [5.004, -2.479, -0.837], [3.780, -4.055, -1.970], [-0.050, -6.023, -1.306], [0.647, -4.839, -0.674], [-0.224, -3.719, -0.667], [-0.942, -6.285, -0.731], [0.620, -6.882, -1.280], [-0.367, -5.805, -2.324], [1.562, -4.614, -1.237], [0.956, -5.087, 0.350], [0.309, -2.938, -0.471], [0.948, 3.120, -2.138], [-0.270, 3.691, -1.460], [-0.962, 2.703, -0.693], [1.645, 2.740, -1.390], [1.466, 3.867, -2.743], [0.711, 2.285, -2.808], [-0.955, 4.170, -2.170], [-0.006, 4.478, -0.754], [-1.419, 2.122, -1.321], [1.642, 0.898, 4.960], [1.375, 0.567, 3.517], [-0.036, 0.515, 3.212], [1.203, 1.843, 5.285], [2.717, 1.038, 5.123], [1.311, 0.126, 5.660], [1.845, -0.376, 3.229], [1.800, 1.339, 2.878], [-0.424, -0.241, 3.662]],
  "forces_ev_per_angstrom": [[-0.03, 0.07, 0.55], [-0.22, 0.67, 0.15], [-1.77, 0.51, 0.30], [0.47, -0.05, -0.17], [0.24, -0.13, -0.12], [0.36, -0.38, 0.08], [-0.08, -0.21, 0.00], [0.43, 0.87, 0.77], [-0.13, -0.31, -0.13], [-0.11, 0.10, -0.21], [0.14, -0.36, -0.12], [0.21, 0.07, -0.45], [0.46, -0.80, 0.23], [0.03, 0.28, -0.23], [-0.37, 0.18, -0.25], [-0.01, -0.26, -0.35], [0.22, -0.13, -0.19], [0.35, -0.44, -0.12], [-0.08, -0.22, -0.03], [0.04, -0.21, -0.07], [-0.08, 0.08, 0.14], [-0.20, 0.19, 0.01], [0.04, 0.22, 0.01], [0.12, 0.10, 0.04], [0.07, 0.21, -0.01], [0.01, 0.07, 0.07], [0.18, 0.06, -0.42], [-0.22, -0.49, -0.25], [0.14, 0.30, 0.30], [0.03, 0.07, 0.09], [-0.08, 0.00, 0.07], [-0.13, 0.04, 0.18], [0.03, 0.13, 0.03], [-0.01, -0.01, 0.00], [0.01, -0.04, -0.02], [-0.19, 0.01, 0.43], [0.21, -0.05, -0.05], [0.09, 0.04, -0.33], [0.03, 0.03, -0.03], [-0.03, -0.06, -0.20], [0.14, -0.03, -0.08], [-0.09, 0.07, 0.01], [-0.07, -0.01, -0.02], [-0.11, 0.07, 0.26], [0.44, -0.17, -0.06], [-0.16, 0.51, 0.21], [-0.24, -0.13, -0.56], [-0.02, 0.01, -0.03], [-0.08, 0.09, 0.08], [-0.18, 0.03, 0.05], [-0.04, -0.25, -0.02], [0.16, -0.12, 0.04], [-0.13, -0.04, 0.25], [0.33, 0.29, 0.73], [0.08, 0.09, 0.02], [0.57, -0.22, 0.17], [-0.26, -0.06, -0.34], [-0.02, -0.23, -0.15], [-0.04, -0.08, -0.18], [-0.11, -0.05, -0.01], [-0.14, 0.04, -0.05], [-0.19, 0.03, -0.06]],
  "nbo_charge": [0.99, 1.83, 1.31, -0.54, -0.58, -0.58, -0.57, 1.31, -0.54, -0.57, -0.56, -0.60, 1.34, -0.61, -0.56, -0.56, -0.57, -0.64, -0.09, -0.79, 0.21, 0.24, 0.18, 0.20, 0.21, 0.48, -0.63, -0.07, -0.74, 0.21, 0.23, 0.21, 0.17, 0.16, 0.47, -0.62, -0.06, -0.75, 0.21, 0.21, 0.20, 0.15, 0.16, 0.49, -0.63, -0.07, -0.78, 0.24, 0.22, 0.16, 0.16, 0.22, 0.50, -0.64, -0.08, -0.79, 0.24, 0.22, 0.20, 0.17, 0.21, 0.50]
}